1.
This record from OMol25 describes a 2-piece molecular cluster, C17H12FN4O8S overall. The level of theory is ωB97M-V with the def2-TZVPD basis set.

Structure (XYZ):
```
43
Properties=species:S:1:pos:R:3:nbo_charge:R:1
N 0.227 -1.269 4.400 -0.326
C -0.319 -1.576 3.413 0.291
C -1.035 -1.938 2.219 -0.240
C -1.621 -0.898 1.459 -0.085
C -2.652 -1.255 0.575 0.042
N -3.812 -0.552 0.250 0.418
O -4.208 0.580 0.452 -0.374
O -4.674 -1.493 -0.361 -0.146
N -4.116 -2.740 -0.381 -0.098
C -2.899 -2.588 0.211 0.100
C -2.096 -3.640 0.791 -0.032
N -2.246 -5.014 0.376 0.507
O -2.845 -5.285 -0.684 -0.367
O -1.741 -5.894 1.112 -0.421
C -1.261 -3.291 1.861 -0.071
H -1.481 0.147 1.725 0.274
H -0.794 -4.074 2.452 0.256
C -1.923 4.233 1.019 -0.623
C -2.287 2.863 0.549 -0.076
O -1.002 2.193 0.405 -0.533
C -0.974 1.160 -0.466 0.692
C 0.318 0.418 -0.180 -0.182
F 0.456 -0.763 -0.795 -0.369
S 1.731 1.615 -0.602 2.073
C 3.247 0.905 -1.285 -0.321
C 4.287 0.442 -0.469 -0.124
C 5.484 0.016 -1.062 -0.244
C 5.647 0.061 -2.455 -0.200
C 4.602 0.541 -3.257 -0.223
C 3.399 0.946 -2.674 -0.176
O 1.164 2.290 -1.751 -0.974
O 2.024 2.314 0.622 -0.936
O -1.782 0.882 -1.339 -0.648
H -2.817 4.794 1.283 0.198
H -1.254 4.166 1.880 0.217
H -1.411 4.753 0.204 0.214
H -2.882 2.330 1.301 0.182
H -2.793 2.858 -0.422 0.205
H 4.147 0.414 0.615 0.232
H 6.310 -0.337 -0.431 0.212
H 6.588 -0.240 -2.919 0.210
H 4.710 0.624 -4.341 0.212
H 2.583 1.302 -3.302 0.255
```

Net charge ... -1
E_LUMO ... 0.69 eV
Frontier orbital gap ... 4.7 eV
Spin multiplicity ... 1

2.
This record from OMol25 describes C17H12N5NiS7 as an isolated structure. The level of theory is ωB97M-V with the def2-TZVPD basis set.

Structure (XYZ):
```
42
Properties=species:S:1:pos:R:3:nbo_charge:R:1
Ni 0.153 -1.199 -0.051 1.269
N -3.295 -4.087 0.567 -0.813
C -2.291 -3.170 0.314 0.249
S -0.758 -3.227 1.012 -0.292
N -2.786 -2.036 -0.356 -0.458
N -1.810 -1.184 -0.620 -0.269
C -2.161 -0.022 -1.159 -0.088
C -1.056 0.851 -1.637 0.204
C -1.315 2.048 -2.373 -0.256
C -0.175 2.803 -2.711 -0.161
C 1.116 2.410 -2.364 -0.295
C 1.232 1.291 -1.520 0.076
N 0.164 0.495 -1.172 -0.569
H -3.114 -4.791 1.282 0.401
H -4.196 -4.011 0.124 0.398
H -3.203 0.202 -1.274 0.188
H -2.379 2.348 -2.614 0.225
H -0.374 3.831 -3.023 0.207
H 1.986 2.881 -2.745 0.221
H 2.163 0.887 -1.195 0.232
S 5.432 -4.656 -3.565 -0.161
C 4.353 -3.725 -2.773 -0.536
S 2.726 -3.672 -3.392 0.463
C 2.078 -2.692 -2.095 -0.448
C 2.984 -2.325 -1.038 -0.455
S 2.362 -1.409 0.248 -0.398
S 4.651 -2.902 -1.198 0.405
S 0.401 -2.484 -2.036 -0.343
S -2.575 0.993 3.134 0.399
C -1.704 -0.342 2.574 -0.109
N -0.544 -0.140 2.024 -0.506
C -0.162 1.228 2.123 0.215
C 1.130 1.798 1.922 -0.241
C 1.390 3.013 2.477 -0.194
C 0.410 3.758 3.188 -0.225
C -0.882 3.273 3.269 -0.216
C -1.205 2.021 2.726 -0.255
H -2.126 -1.372 2.724 0.256
H 1.848 1.293 1.336 0.249
H 2.394 3.478 2.437 0.212
H 0.711 4.704 3.599 0.210
H -1.572 3.842 3.837 0.210
```

Net charge ... -1
Energy relative to the best compared isomer or geometry (same formula, charge and spin) ... 42.3 kcal per mole
E_LUMO (alpha / beta) ... 2.15 / 2.15 eV
⟨S²⟩ ... 2.014
Frontier orbital gap (alpha / beta) ... 5.1 / 5.1 eV
Spin multiplicity ... 3